[1]
# C11H33Ag3N6O5

A structure of composition C11H33Ag3N6O5 at a distorted geometry (wB97M-V/def2-TZVPD, the Open Molecules 2025 dataset).

Values from the calculation:
* calculated total energy: -1583.56282 a.u.
* E_HOMO: -0.43361 hartree
* charge: +2

The geometry in XYZ format:
```
58
Properties=species:S:1:pos:R:3:lowdin_charge:R:1
Ag -3.739 5.242 1.369 0.86
Ag -0.747 5.059 6.659 0.82
Ag -4.938 0.500 5.528 0.73
C -0.401 0.743 2.028 -0.29
O -1.106 1.572 2.945 -0.36
H -0.092 1.296 1.141 0.06
H 0.478 0.344 2.532 0.06
H -1.047 -0.002 1.563 0.07
C -4.273 8.438 -2.098 -0.03
C -3.777 7.364 -3.106 -0.41
C -2.298 7.069 -3.162 -0.24
O -1.764 6.863 -1.875 -0.23
C -0.404 6.299 -1.849 -0.06
N -4.261 6.073 -2.714 0.01
H -3.857 9.434 -2.243 0.09
H -4.055 8.101 -1.084 0.05
H -5.363 8.446 -2.064 0.08
H -4.135 7.490 -4.128 0.14
H -1.913 8.012 -3.552 0.13
H -2.001 6.286 -3.859 0.13
H 0.173 6.965 -2.490 0.09
H -0.461 5.257 -2.162 0.08
H 0.054 6.245 -0.861 0.08
H -4.181 5.217 -3.245 0.09
H -5.226 6.053 -2.414 0.06
C -0.352 -5.778 -5.114 -0.08
C -1.134 -5.019 -4.018 -0.43
C -0.477 -3.652 -3.886 -0.22
O 0.956 -3.819 -3.817 -0.21
C 1.653 -2.540 -3.766 -0.08
N -2.525 -4.979 -4.488 0.04
H -0.765 -6.719 -5.476 0.08
H 0.695 -5.997 -4.901 0.08
H -0.430 -5.173 -6.018 0.08
H -0.940 -5.635 -3.140 0.14
H -0.896 -3.096 -3.047 0.11
H -0.620 -3.058 -4.788 0.12
H 1.224 -1.915 -2.983 0.08
H 1.703 -2.118 -4.770 0.09
H 2.682 -2.737 -3.464 0.08
H -2.545 -4.355 -5.282 0.07
H -2.994 -4.337 -3.864 0.06
C 6.885 -2.680 4.398 -0.82
O 7.816 -2.010 4.568 0.11
N 5.953 -2.479 3.483 0.14
N 6.504 -3.638 5.222 0.15
H 6.112 -1.796 2.756 0.11
H 5.196 -3.124 3.308 0.10
H 5.572 -4.014 5.323 0.10
H 7.163 -4.024 5.882 0.12
C 1.445 -4.795 7.655 -0.79
O 1.016 -4.461 8.728 0.06
N 2.091 -5.918 7.363 0.15
N 1.423 -4.097 6.559 0.14
H 2.065 -6.601 8.106 0.12
H 2.104 -6.196 6.393 0.10
H 1.542 -4.495 5.638 0.10
H 1.212 -3.109 6.579 0.11
```

[2]
# C34H79ClN4O2

A cluster of 4 separate species, C34H79ClN4O2 in total at a distorted geometry (wB97M-V/def2-TZVPD, the Open Molecules 2025 dataset).

Values from the calculation:
* calculated total energy: -2172.19301 a.u.
* E_HOMO: -0.29687 hartree
* SMILES string: CCCCCCCCC[C@H](OC)[C@@H](Cl)OCNCCC.CCN(CC)CC.CCN(CC)CC.CCN(CC)CC

The geometry in XYZ format:
```
120
Properties=species:S:1:pos:R:3:lowdin_charge:R:1
C 3.761 -1.313 3.100 -0.16
C 3.039 -0.059 2.288 -0.27
C 4.095 1.154 1.900 -0.23
C 3.809 1.859 0.448 -0.23
C 2.864 3.198 0.496 -0.22
C 1.775 3.238 1.720 -0.22
C 0.866 4.635 1.753 -0.20
C 0.029 4.625 3.163 -0.20
C -1.562 4.994 3.032 -0.12
C -2.359 4.232 1.819 -0.29
O -3.313 5.241 1.255 -0.27
C -3.013 5.509 -0.161 -0.13
C -3.342 2.994 2.368 -0.50
Cl -4.349 2.493 0.849 0.59
O -2.484 1.892 2.828 -0.19
C -3.303 0.695 3.084 -0.26
N -3.196 -0.378 2.020 -0.10
C -1.755 -0.725 1.698 -0.22
C -1.385 0.102 0.302 -0.24
C -2.397 -0.286 -0.955 -0.15
H 4.671 -1.748 2.480 0.08
H 3.012 -2.202 3.338 0.08
H 4.183 -0.891 4.133 0.08
H 2.461 -0.477 1.346 0.10
H 2.215 0.433 2.984 0.10
H 5.162 0.625 1.820 0.11
H 4.218 1.964 2.751 0.11
H 3.411 1.065 -0.333 0.11
H 4.872 2.219 0.040 0.11
H 2.280 3.240 -0.540 0.12
H 3.573 4.140 0.520 0.11
H 2.410 3.272 2.730 0.11
H 1.116 2.264 1.791 0.11
H 0.222 4.793 0.789 0.10
H 1.656 5.522 1.797 0.12
H 0.246 3.616 3.758 0.12
H 0.513 5.480 3.841 0.10
H -1.795 6.153 2.968 0.13
H -2.077 4.633 4.046 0.13
H -1.678 3.744 1.002 0.14
H -3.946 6.118 -0.586 0.11
H -2.988 4.482 -0.728 0.08
H -2.076 6.188 -0.345 0.10
H -4.133 3.361 3.154 0.15
H -2.944 0.221 4.112 0.14
H -4.443 0.947 3.230 0.13
H -3.779 -1.218 2.229 0.12
H -1.586 -1.872 1.486 0.12
H -1.069 -0.387 2.609 0.12
H -1.521 1.266 0.469 0.08
H -0.250 -0.153 0.059 0.10
H -2.269 -1.406 -1.288 0.07
H -3.505 -0.067 -0.594 0.05
H -2.197 0.465 -1.843 0.08
C -5.084 -1.193 -4.963 -0.09
C -3.726 -1.528 -5.574 -0.27
N -2.850 -2.300 -4.691 -0.19
C -1.465 -2.375 -5.169 -0.25
C -1.212 -3.108 -6.483 -0.09
C -3.395 -3.555 -4.170 -0.25
C -3.847 -4.604 -5.181 -0.09
H -4.970 -0.671 -4.006 0.08
H -5.645 -0.538 -5.637 0.07
H -5.691 -2.089 -4.801 0.06
H -3.240 -0.571 -5.804 0.12
H -3.885 -2.033 -6.531 0.09
H -0.833 -2.820 -4.390 0.11
H -1.089 -1.349 -5.277 0.11
H -1.277 -4.190 -6.364 0.04
H -0.197 -2.887 -6.835 0.07
H -1.901 -2.800 -7.273 0.07
H -4.250 -3.315 -3.526 0.10
H -2.670 -4.014 -3.486 0.11
H -4.422 -4.175 -6.006 0.07
H -4.490 -5.339 -4.685 0.07
H -3.000 -5.154 -5.596 0.05
C 3.629 -9.085 -6.368 -0.09
C 2.298 -8.731 -5.710 -0.27
N 1.710 -7.479 -6.191 -0.19
C 0.592 -7.009 -5.367 -0.25
C -0.663 -7.877 -5.321 -0.09
C 1.505 -7.372 -7.637 -0.25
C 0.627 -8.424 -8.306 -0.09
H 4.354 -8.271 -6.259 0.08
H 4.053 -9.976 -5.894 0.07
H 3.512 -9.308 -7.433 0.06
H 2.494 -8.639 -4.634 0.12
H 1.611 -9.574 -5.829 0.09
H 0.308 -5.996 -5.680 0.10
H 0.957 -6.888 -4.338 0.11
H -1.246 -7.798 -6.238 0.05
H -1.310 -7.541 -4.502 0.07
H -0.435 -8.931 -5.140 0.07
H 2.488 -7.390 -8.124 0.10
H 1.108 -6.377 -7.878 0.11
H 0.844 -9.438 -7.960 0.07
H 0.795 -8.408 -9.389 0.07
H -0.434 -8.222 -8.149 0.05
C 3.541 6.536 9.872 -0.09
C 2.393 6.770 8.895 -0.27
N 2.710 6.424 7.509 -0.19
C 1.714 6.908 6.547 -0.25
C 0.307 6.326 6.638 -0.10
C 3.189 5.060 7.274 -0.25
C 2.284 3.909 7.699 -0.09
H 4.446 7.069 9.556 0.08
H 3.266 6.905 10.866 0.07
H 3.781 5.474 9.975 0.06
H 2.150 7.840 8.945 0.12
H 1.509 6.235 9.255 0.09
H 2.091 6.761 5.526 0.10
H 1.637 7.997 6.659 0.11
H 0.260 5.310 6.244 0.04
H -0.379 6.933 6.035 0.07
H -0.080 6.323 7.660 0.07
H 4.152 4.942 7.788 0.10
H 3.440 4.938 6.212 0.11
H 1.841 4.063 8.687 0.07
H 2.866 2.982 7.746 0.07
H 1.480 3.742 6.979 0.05
```

Look up the E_HOMO of the second one. -0.29687 hartree

The lowest calculated total energy belongs to which entry? C34H79ClN4O2

Among the records above, which one has the lowest E_HOMO? C11H33Ag3N6O5